The following is a DFT calculation (ωB97M-V/def2-TZVPD) of 34 unconnected molecules or ions with the total composition H68O34.

Summary:
**Total charge**: 0
**HOMO-LUMO gap**: 10.4 eV
**M**: 612.51 g mol⁻¹
**Highest occupied orbital energy**: -10.727 eV
**Energy above the lowest of the compared OMol25 structures with the same formula, charge and spin**: 1.1154 eV
**LUMO**: -0.332 eV
**E_tot**: -2599.11417 a.u.

Last column: Löwdin charge in e.
Element x y z (Å)
1 O 1.1365 -1.9878 2.1791  -0.0452
2 O 4.2331 3.3991 3.0010  -0.0800
3 O -1.2773 -2.7483 -2.5845  -0.0442
4 O 1.4128 -2.9927 -1.1796  -0.0785
5 O -2.3606 3.7330 -0.3529  -0.0710
6 O 1.0126 -0.6858 -5.8997  -0.0473
7 O 1.0991 3.8784 4.5855  -0.0714
8 O -1.4908 -2.0768 -5.3232  -0.0540
9 O -2.4181 1.7996 3.8545  -0.0737
10 O -0.4380 0.4642 -3.2747  -0.0512
11 O 3.2608 -0.5857 1.1881  -0.0636
12 O -6.4544 -1.8212 -2.0445  0.0007
13 O -2.5569 1.8588 -2.2783  -0.0725
14 O 2.2177 1.2776 3.7227  -0.1065
15 O 1.0069 2.4495 -1.3511  -0.0730
16 O -0.7710 -3.1515 0.4581  -0.0813
17 O 4.3686 -2.1574 -1.0541  -0.0688
18 O -3.2505 -3.1392 -0.6269  -0.0553
19 O 2.9809 -6.2207 1.2317  -0.1071
20 O 0.1262 4.3795 0.8280  -0.1026
21 O -1.5960 6.5826 2.2104  -0.0479
22 O -5.9674 -4.2513 0.0863  -0.0541
23 O 3.1219 3.0183 0.5473  -0.0533
24 O 3.3939 0.8969 -2.4165  -0.0430
25 O 0.2397 1.9366 1.9047  -0.0835
26 O -1.5672 4.4204 4.9980  -0.0556
27 O 0.4931 -4.8298 2.1886  -0.0750
28 O -3.4728 -0.4157 -0.2449  -0.0380
29 O -0.4585 -0.7362 4.1184  -0.0174
30 O 1.7202 2.0078 -4.3728  -0.0868
31 O 3.6814 -3.6090 1.1852  -0.0604
32 O -3.9889 1.8688 1.3928  -0.0311
33 O 2.5267 -1.7751 -3.6414  -0.0742
34 O 0.1539 -0.1441 -0.2451  -0.0311
35 H -3.9913 -3.7469 -0.4162  0.0590
36 H -0.6311 -0.6098 0.0730  0.0538
37 H -1.4747 4.0205 -0.0537  0.0114
38 H 4.1461 -3.2301 0.4067  0.0291
39 H -1.8536 3.5392 4.6312  0.0328
40 H -1.7864 1.9176 3.1182  0.0219
41 H -0.7771 -1.5014 -5.5798  -0.0082
42 H -6.1448 -3.5740 -0.5696  0.0016
43 H 2.2469 -3.1711 -0.6977  0.0339
44 H 1.4251 2.8082 -3.8545  0.0811
45 H -0.5220 -3.3265 -2.5236  0.0306
46 H 0.0689 1.1602 1.2954  0.0574
47 H 3.7433 -6.6474 1.6784  0.0565
48 H 3.0595 1.8299 3.6724  0.0578
49 H 3.2481 0.2434 1.6920  0.0262
50 H 0.8097 1.5935 2.6493  0.0294
51 H 5.0497 2.9121 2.8269  0.0450
52 H 0.6539 4.4303 -0.0184  0.0734
53 H 0.6763 -2.9976 -0.5140  0.0045
54 H -3.3410 -1.3622 -0.3573  -0.0004
55 H -1.4005 -2.6350 -3.5493  0.0121
56 H 2.0058 -2.2368 -2.9241  0.0274
57 H 1.7298 1.9921 -1.8078  -0.0020
58 H -6.0131 -1.1048 -1.6442  0.0112
59 H -3.3543 2.1285 -2.7742  0.0803
60 H 0.1192 3.8624 4.7385  0.0076
61 H 0.6303 -2.0870 1.4183  -0.0407
62 H -6.3256 -1.7256 -2.9626  0.0238
63 H 0.5614 -1.3226 2.6768  0.0695
64 H 2.1730 2.8482 0.4653  0.0026
65 H -3.0767 0.0014 -1.0036  0.0112
66 H -0.4689 -0.2687 -2.6544  0.0226
67 H 1.3161 -5.2982 1.8988  0.0316
68 H 3.6062 0.1242 -2.9326  0.0156
69 H -1.2696 5.8252 1.7063  -0.0047
70 H 3.2988 -5.2682 1.1433  0.0050
71 H 0.4459 1.6122 -1.3276  0.0478
72 H 1.2878 -0.9680 -6.7843  0.0802
73 H -1.1969 1.0260 -3.0782  0.0024
74 H 1.2170 1.2810 -3.9454  0.0035
75 H 0.8916 -0.7607 -0.3161  0.0410
76 H -3.7362 1.0987 0.8743  0.0040
77 H 3.4876 2.3192 -0.0463  0.0706
78 H -2.3144 2.6692 -1.7588  0.0286
79 H 1.8967 -1.6297 -4.3516  -0.0108
80 H -6.1515 -5.0704 -0.4229  0.0690
81 H 0.3404 -0.4512 4.6030  0.0688
82 H 4.0377 -1.2311 -0.9071  0.0552
83 H 0.3345 3.4717 1.2128  0.0095
84 H 3.8680 3.4156 2.0795  0.0054
85 H 2.4684 -1.0314 1.5696  -0.0063
86 H -3.3235 1.7004 3.4463  0.0670
87 H -1.8670 7.1969 1.5361  0.0284
88 H 1.7308 1.7438 4.4524  0.0550
89 H 1.2848 4.4240 3.8131  0.0404
90 H -4.6664 2.3339 0.9371  0.0439
91 H -1.0274 0.0012 4.0265  -0.0058
92 H -0.4962 -3.7967 1.1387  0.0232
93 H 3.0495 1.5287 -3.0384  -0.0104
94 H -1.7280 5.0095 4.2658  0.0252
95 H -1.1706 -2.9834 -5.5335  0.0753
96 H 1.0337 0.2781 -5.7705  0.0502
97 H 4.4874 -2.3761 -1.9932  0.0647
98 H -2.5247 3.0394 0.3259  0.0363
99 H -1.6791 -3.3938 0.1678  0.0362
100 H -2.9301 -3.3393 -1.5070  0.0372
101 H 3.7519 -2.8991 1.8291  0.0515
102 H 0.9435 -3.9847 2.4594  0.0408

The following is a DFT calculation (ωB97M-V/def2-TZVPD) of a molecular structure, H68O50S4Zn2.

Summary:
**Total charge**: -4
**HOMO-LUMO gap**: 4.2 eV
**M**: 1127.54 g mol⁻¹
**Highest occupied orbital energy**: 1.763 eV
**LUMO**: 5.932 eV
**E_tot**: -8954.47685 a.u.

Last column: Löwdin charge in e.
Element x y z (Å)
1 Zn -2.6296 0.7834 1.6449  0.5347
2 Zn 2.5904 0.7223 1.5054  0.5800
3 S -0.0925 0.0323 -0.3782  0.3419
4 S 5.3268 1.9362 2.8372  0.1834
5 S -5.4654 2.1671 2.8044  0.1896
6 S -0.8467 -0.3249 4.2920  0.2839
7 O 1.6917 -4.6734 -3.6140  -0.0817
8 O -5.0161 -1.3882 -2.3012  -0.0151
9 O 0.1608 -1.0798 -5.6019  -0.0707
10 O -1.6130 0.4044 3.2589  -0.3477
11 O -2.0359 2.7946 1.5346  0.0005
12 O 2.9522 0.8874 5.2007  -0.0639
13 O -0.3046 -4.2375 -1.6856  -0.0383
14 O -4.1629 0.1257 4.9030  -0.0966
15 O -4.6493 0.5351 -4.1494  -0.0890
16 O 0.6199 -2.8983 1.1892  -0.0440
17 O -3.7193 -4.2962 0.9477  -0.0594
18 O -0.3013 -1.5341 3.6609  -0.3888
19 O -1.7414 4.3749 -3.8496  -0.0269
20 O 4.1541 1.0879 2.6433  -0.4021
21 O 6.3924 0.1036 -0.7187  -0.0645
22 O 0.1579 0.5960 4.8226  -0.3396
23 O 1.0685 0.5177 0.3089  -0.2599
24 O -3.7270 1.2122 -0.0727  -0.0162
25 O 5.8217 1.9093 4.2357  -0.4122
26 O 1.9576 -1.9503 -2.3814  -0.0350
27 O -6.5345 1.4321 2.0632  -0.4595
28 O 2.1909 -0.9207 2.6329  -0.0069
29 O -4.2238 1.4284 2.5936  -0.4119
30 O -0.1963 3.6791 -0.4194  -0.0220
31 O 1.2998 2.0000 2.7214  -0.0208
32 O 3.6754 -0.3341 0.2683  -0.0105
33 O -3.3628 -1.1330 1.5499  -0.0093
34 O 2.4920 4.8325 -1.7118  -0.0223
35 O -1.6299 -0.8211 5.3913  -0.3241
36 O -0.3893 0.7621 -1.5970  -0.3496
37 O -2.5135 -2.7751 -1.0716  -0.0262
38 O -1.2236 0.1888 0.5319  -0.2710
39 O 5.3520 -2.3368 -1.2970  -0.0264
40 O -0.5701 -5.2034 2.4226  -0.0415
41 O 4.9873 3.3033 2.4172  -0.4117
42 O -5.4203 3.5590 2.2950  -0.4521
43 O 1.7696 0.8488 -3.0283  -0.0523
44 O 4.4872 0.9176 -2.5447  -0.0344
45 O 3.4703 -2.9815 0.5375  -0.0387
46 O 0.9482 4.7553 2.7665  -0.0177
47 O -1.7175 6.0223 -0.6134  -0.0673
48 O -5.7643 2.3253 4.1989  -0.3868
49 O -1.8127 -6.6648 -1.0155  -0.0656
50 O -2.5420 1.8425 -2.7779  -0.0391
51 O -1.3424 -1.2880 -3.3773  -0.0203
52 O 0.1649 -1.3447 -0.7180  -0.3211
53 O 3.1370 2.4859 0.5257  -0.0209
54 O 6.3786 1.4921 1.9870  -0.3758
55 O -2.1726 -3.1609 3.1883  -0.0592
56 O 0.9262 2.6509 -5.3708  -0.0600
57 H -3.0545 -4.1405 1.6186  -0.0066
58 H -1.0272 -1.9623 -2.7756  0.0178
59 H 3.7534 -1.2850 0.3452  0.0140
60 H -4.5700 1.4830 -0.4362  0.0880
61 H 5.7494 0.6388 -1.1839  -0.0255
62 H 1.3011 -1.1503 2.9009  0.0106
63 H -3.0018 -1.8162 2.1148  0.0312
64 H -4.9270 -2.2999 -2.5787  0.0505
65 H -2.7372 -6.4229 -1.0706  0.0176
66 H 2.6113 -2.8905 0.9499  0.0289
67 H -4.8275 -0.1497 -3.5048  -0.0443
68 H -0.1279 2.8082 -0.8107  0.0315
69 H 0.8287 -4.6004 -3.2063  -0.0177
70 H -3.8894 1.0011 -3.8007  -0.0269
71 H 0.3557 -3.7034 -1.2441  0.0286
72 H -2.2622 3.5529 2.0731  0.0851
73 H -4.2574 -1.4204 1.3673  0.0832
74 H 1.4986 5.2605 3.3649  0.0552
75 H 1.1632 2.9386 2.5926  0.0095
76 H -0.0477 -5.9994 2.3239  0.0443
77 H 3.5399 0.2388 5.5880  0.0192
78 H -3.3538 -3.9076 0.1529  -0.0298
79 H -3.1043 1.3422 -0.7880  0.0229
80 H 3.4683 2.7346 -0.3373  0.0497
81 H -5.0660 0.4179 4.7797  -0.0127
82 H 3.6856 2.9709 1.1422  0.0125
83 H 1.2043 -1.9498 -1.7908  -0.0233
84 H -2.5546 5.7941 -1.0177  0.0255
85 H -0.3134 -1.1413 -4.7727  -0.0378
86 H 0.2673 -2.3059 0.5251  -0.0232
87 H -1.0347 -0.4648 -2.9978  0.0165
88 H -1.7482 1.4457 -2.4194  -0.0113
89 H 3.1632 4.3627 -2.2069  0.0323
90 H 3.6069 0.7456 -2.8789  0.0024
91 H -2.4813 -1.8310 -0.9168  0.0596
92 H -1.4525 -2.5596 3.3784  -0.0461
93 H -3.6981 0.4507 4.1319  -0.0342
94 H 4.7888 -2.8230 -0.6948  0.0037
95 H 0.0571 4.8884 3.0898  0.0521
96 H -3.2400 -2.8934 -1.6835  0.0495
97 H -1.1151 -3.7352 -1.6013  -0.0028
98 H -1.2764 3.0793 1.0263  0.0187
99 H 2.7124 -1.8187 -1.8076  0.0306
100 H 4.0786 -0.1276 -0.5749  0.0330
101 H 2.0879 5.4186 -2.3517  0.0410
102 H -1.7578 -4.0216 3.1310  -0.0053
103 H 3.5987 -3.9266 0.4566  0.0748
104 H 3.4085 1.1852 4.4137  -0.0310
105 H 0.5728 4.1484 -0.7426  0.0351
106 H -2.2900 2.7438 -2.9789  0.0119
107 H 6.2562 -0.7820 -1.0554  -0.0250
108 H 1.3489 2.1709 -4.6587  -0.0081
109 H -1.3579 -5.8389 -0.8503  -0.0120
110 H 5.0878 -2.6359 -2.1671  0.0573
111 H 4.5440 1.8720 -2.4983  0.0475
112 H 2.1561 -3.8840 -3.3359  -0.0133
113 H 0.5082 1.9733 -5.9021  0.0268
114 H -0.0832 -4.5355 1.9399  0.0020
115 H 0.2736 -2.5644 2.0167  0.0197
116 H -0.9866 4.4310 -4.4356  0.0320
117 H 2.7478 -1.2617 3.3328  0.0926
118 H 0.9953 1.0578 -2.5057  -0.0042
119 H 0.2457 -1.9863 -5.8976  0.0191
120 H -1.2175 5.2061 -0.6198  -0.0297
121 H 0.6716 1.7572 3.4016  0.0206
122 H 1.8673 -0.0996 -2.9437  0.0090
123 H -2.4217 4.8889 -4.2847  0.0472
124 H -5.3740 -1.4410 -1.4150  0.0728

The following is a DFT calculation (ωB97M-V/def2-TZVPD) of 2 unconnected molecules or ions with the total composition H6N2.

Summary:
**Total charge**: 0
**HOMO-LUMO gap**: 10.8 eV
**SMILES**: N.N
**M**: 34.06 g mol⁻¹
**Highest occupied orbital energy**: -9.785 eV
**Energy above the lowest of the compared OMol25 structures with the same formula, charge and spin**: 0.0468 eV
**LUMO**: 1.024 eV
**E_tot**: -113.10249 a.u.

Last column: natural (NBO) charge in e.
Element x y z (Å)
1 N 1.6827 -0.2148 0.2813  -1.0821
2 N -1.5605 0.1274 -0.3760  -1.0775
3 H -0.9179 0.9033 -0.2586  0.3584
4 H 1.9014 -0.8960 1.0047  0.3557
5 H 0.7821 -0.4568 -0.1165  0.3758
6 H 1.6005 0.6816 0.7456  0.3476
7 H -2.0676 0.3047 -1.2391  0.3597
8 H -2.2634 0.1293 0.3523  0.3624